ORCA calculation (ωB97M-V/def2-TZVPD) on C22H30Br2N4O5PS3Sc as an isolated structure.

Values from the calculation:
- Expectation value of S²: 0.77
- Molar mass: 762.44 g mol⁻¹
- ΔE to the lowest compared entry with this formula, charge and spin: 5.04 kcal per mole
- Highest occupied orbital energy (spin up / spin down): -0.0735 / -0.1595 hartree
- Charge: -1
- Multiplicity: 2
- Lowest unoccupied orbital energy (spin up / spin down): 2.457 / 2.457 eV

Positions of all 68 atoms, in Å:
1 Sc 0.397 0.413 -0.124
2 Br -3.997 3.044 -0.208
3 C -2.242 3.677 -0.541
4 C -2.043 5.054 -0.585
5 C -0.761 5.549 -0.697
6 Br -0.548 7.447 -0.734
7 C 0.380 4.723 -0.754
8 C 1.732 5.148 -0.826
9 C 2.730 4.160 -0.839
10 C 2.414 2.828 -0.792
11 N 1.123 2.375 -0.747
12 C 0.134 3.328 -0.736
13 C -1.169 2.789 -0.620
14 O -1.249 1.468 -0.581
15 H -2.883 5.728 -0.511
16 H 1.979 6.198 -0.852
17 H 3.775 4.443 -0.883
18 H 3.178 2.061 -0.792
19 C 1.987 -4.357 -1.990
20 C 3.188 -3.506 -2.341
21 O 3.704 -2.773 -1.212
22 P 2.948 -1.478 -0.637
23 S 2.167 -0.346 -2.050
24 S 1.591 -1.958 0.725
25 O 4.176 -0.685 0.012
26 C 4.544 -0.808 1.394
27 C 5.223 -2.128 1.684
28 H 1.699 -4.953 -2.860
29 H 1.138 -3.734 -1.703
30 H 2.218 -5.034 -1.165
31 H 2.942 -2.799 -3.134
32 H 4.025 -4.119 -2.675
33 H 3.648 -0.673 1.999
34 H 5.212 0.033 1.572
35 H 4.526 -2.959 1.562
36 H 5.592 -2.136 2.712
37 H 6.067 -2.282 1.010
38 O -2.402 -0.322 3.003
39 C -1.311 0.203 3.055
40 C -0.705 0.806 4.333
41 C 0.667 1.320 3.902
42 C 0.710 0.922 2.447
43 O 1.646 1.095 1.645
44 N -0.417 0.334 2.018
45 H -0.655 0.021 5.087
46 H -1.372 1.580 4.711
47 H 1.505 0.869 4.433
48 H 0.776 2.402 3.973
49 C -4.016 -3.358 -0.539
50 N -2.999 -2.369 -0.200
51 C -1.962 -2.936 0.651
52 C -2.617 -1.480 -1.185
53 S -1.024 -1.469 -1.783
54 N -3.580 -0.692 -1.672
55 C -4.869 -0.517 -1.018
56 C -3.380 0.171 -2.829
57 H -3.546 -4.233 -1.007
58 H -4.759 -2.966 -1.225
59 H -4.522 -3.684 0.371
60 H -2.458 -3.424 1.492
61 H -1.333 -2.151 1.051
62 H -1.334 -3.653 0.112
63 H -4.807 -0.831 0.019
64 H -5.656 -1.078 -1.532
65 H -5.123 0.539 -1.054
66 H -2.397 0.000 -3.248
67 H -3.458 1.211 -2.515
68 H -4.151 -0.044 -3.575

ORCA calculation (ωB97M-V/def2-TZVPD) on C22H30BrF4N6O2SeSr as an isolated structure at a distorted geometry.

Values from the calculation:
- Molar mass: 733.00 g mol⁻¹
- ΔE to the lowest compared entry with this formula, charge and spin: 38.86 kcal per mole
- Highest occupied orbital energy: -0.1515 hartree
- Charge: -1
- Lowest unoccupied orbital energy: 2.002 eV

Positions of all 67 atoms, in Å:
1 Sr -0.954 1.296 0.082
2 C -4.124 0.279 -1.467
3 N -2.931 -0.326 -0.888
4 C -2.031 -0.794 -1.939
5 C -3.258 -1.406 0.063
6 C -2.558 -1.265 1.413
7 N -1.156 -1.005 1.184
8 C -0.201 -1.532 1.940
9 C 1.140 -1.202 1.593
10 F 1.296 -0.335 0.548
11 C 2.253 -1.701 2.208
12 F 3.474 -1.347 1.748
13 C 2.163 -2.576 3.280
14 C 0.878 -2.902 3.670
15 F 0.710 -3.742 4.716
16 C -0.253 -2.425 3.045
17 F -1.449 -2.836 3.550
18 H -3.838 1.090 -2.137
19 H -4.729 0.722 -0.680
20 H -4.719 -0.460 -2.029
21 H -2.498 -1.561 -2.576
22 H -1.138 -1.231 -1.488
23 H -1.740 0.039 -2.587
24 H -2.976 -2.369 -0.380
25 H -4.341 -1.427 0.217
26 H -2.763 -2.185 1.964
27 H -3.025 -0.439 1.971
28 H 3.033 -2.964 3.786
29 N 3.208 0.711 -3.389
30 C 2.738 1.574 -2.329
31 C 3.421 2.933 -2.099
32 C 4.852 3.034 -1.618
33 C 5.071 4.426 -1.020
34 N 4.217 4.624 0.171
35 C 2.934 4.995 0.182
36 N 2.395 5.688 -0.838
37 N 2.192 4.750 1.265
38 C 1.303 2.095 -2.592
39 O 1.063 2.498 -3.727
40 O 0.608 2.324 -1.538
41 H 4.164 0.411 -3.249
42 H 3.105 1.177 -4.283
43 H 2.787 1.039 -1.379
44 H 2.778 3.354 -1.332
45 H 3.297 3.538 -3.005
46 H 5.569 2.844 -2.421
47 H 5.059 2.303 -0.848
48 H 4.867 5.214 -1.747
49 H 6.099 4.572 -0.689
50 H 4.489 4.084 0.987
51 H 2.836 5.615 -1.738
52 H 1.387 5.719 -0.880
53 H 2.466 3.967 1.855
54 H 1.191 4.874 1.201
55 Se 0.161 2.439 2.865
56 C 2.057 2.276 2.951
57 C 2.882 1.960 1.864
58 C 4.238 1.672 2.052
59 C 4.850 1.819 3.285
60 C 4.060 2.212 4.354
61 C 2.701 2.406 4.194
62 H 2.449 1.857 0.874
63 H 4.789 1.273 1.220
64 H 5.888 1.557 3.433
65 H 4.499 2.317 5.340
66 H 2.092 2.648 5.057
67 Br -3.206 3.234 0.237

ORCA calculation (ωB97M-V/def2-TZVPD) on C22H30BrNO3PPdS2 as an isolated structure.

Values from the calculation:
- Molar mass: 637.92 g mol⁻¹
- ΔE to the lowest compared entry with this formula, charge and spin: 1.38 kcal per mole
- Highest occupied orbital energy: -0.4408 hartree
- Charge: +1
- Lowest unoccupied orbital energy: -5.171 eV

Positions of all 61 atoms, in Å:
1 Pd -1.463 -0.350 0.625
2 C 0.273 -1.890 -3.030
3 C 0.735 -0.604 -2.331
4 C -0.088 0.552 -2.915
5 C 2.226 -0.404 -2.653
6 P 0.542 -0.726 -0.459
7 C 1.687 0.484 0.273
8 C 1.728 1.764 -0.290
9 C 2.570 2.741 0.211
10 C 3.386 2.464 1.298
11 C 3.353 1.203 1.873
12 C 2.514 0.222 1.369
13 C 0.938 -2.433 0.234
14 C 0.574 -2.413 1.736
15 C 2.419 -2.769 -0.015
16 C 0.105 -3.585 -0.355
17 H 0.297 -1.693 -4.103
18 H -0.745 -2.180 -2.777
19 H 0.946 -2.724 -2.842
20 H 0.166 0.624 -3.975
21 H 0.115 1.521 -2.466
22 H -1.155 0.357 -2.840
23 H 2.341 -0.523 -3.732
24 H 2.863 -1.144 -2.169
25 H 2.587 0.585 -2.386
26 H 1.094 2.019 -1.124
27 H 2.581 3.720 -0.248
28 H 4.045 3.225 1.693
29 H 3.985 0.974 2.720
30 H 2.532 -0.743 1.845
31 H 0.844 -1.516 2.282
32 H 1.054 -3.270 2.211
33 H -0.506 -2.554 1.859
34 H 3.117 -1.999 0.303
35 H 2.597 -2.970 -1.071
36 H 2.654 -3.684 0.532
37 H -0.967 -3.412 -0.295
38 H 0.323 -4.462 0.259
39 H 0.366 -3.838 -1.375
40 S -2.553 -1.536 -0.976
41 C -4.133 -1.223 -0.477
42 N -5.228 -1.044 -0.164
43 C -2.233 -0.609 4.486
44 S -2.221 0.459 3.094
45 O -2.643 1.758 3.484
46 O -0.819 0.403 2.510
47 O -3.045 -0.208 2.023
48 H -1.560 -0.189 5.230
49 H -1.916 -1.602 4.179
50 H -3.252 -0.628 4.867
51 Br -2.645 5.877 -1.338
52 C -2.288 4.096 -0.846
53 C -1.376 3.835 0.162
54 C -1.104 2.522 0.533
55 C -1.759 1.518 -0.145
56 C -2.698 1.742 -1.131
57 C -2.953 3.062 -1.486
58 H -0.881 4.644 0.680
59 H -0.410 2.330 1.335
60 H -3.236 0.956 -1.631
61 H -3.680 3.269 -2.258

- Which of these has the lowest molar mass?
  C22H30BrNO3PPdS2

Copy entry 2 word for word.
ORCA calculation (ωB97M-V/def2-TZVPD) on C22H30BrF4N6O2SeSr as an isolated structure at a distorted geometry.

Values from the calculation:
- Molar mass: 733.00 g mol⁻¹
- ΔE to the lowest compared entry with this formula, charge and spin: 38.86 kcal per mole
- Highest occupied orbital energy: -0.1515 hartree
- Charge: -1
- Lowest unoccupied orbital energy: 2.002 eV

Positions of all 67 atoms, in Å:
1 Sr -0.954 1.296 0.082
2 C -4.124 0.279 -1.467
3 N -2.931 -0.326 -0.888
4 C -2.031 -0.794 -1.939
5 C -3.258 -1.406 0.063
6 C -2.558 -1.265 1.413
7 N -1.156 -1.005 1.184
8 C -0.201 -1.532 1.940
9 C 1.140 -1.202 1.593
10 F 1.296 -0.335 0.548
11 C 2.253 -1.701 2.208
12 F 3.474 -1.347 1.748
13 C 2.163 -2.576 3.280
14 C 0.878 -2.902 3.670
15 F 0.710 -3.742 4.716
16 C -0.253 -2.425 3.045
17 F -1.449 -2.836 3.550
18 H -3.838 1.090 -2.137
19 H -4.729 0.722 -0.680
20 H -4.719 -0.460 -2.029
21 H -2.498 -1.561 -2.576
22 H -1.138 -1.231 -1.488
23 H -1.740 0.039 -2.587
24 H -2.976 -2.369 -0.380
25 H -4.341 -1.427 0.217
26 H -2.763 -2.185 1.964
27 H -3.025 -0.439 1.971
28 H 3.033 -2.964 3.786
29 N 3.208 0.711 -3.389
30 C 2.738 1.574 -2.329
31 C 3.421 2.933 -2.099
32 C 4.852 3.034 -1.618
33 C 5.071 4.426 -1.020
34 N 4.217 4.624 0.171
35 C 2.934 4.995 0.182
36 N 2.395 5.688 -0.838
37 N 2.192 4.750 1.265
38 C 1.303 2.095 -2.592
39 O 1.063 2.498 -3.727
40 O 0.608 2.324 -1.538
41 H 4.164 0.411 -3.249
42 H 3.105 1.177 -4.283
43 H 2.787 1.039 -1.379
44 H 2.778 3.354 -1.332
45 H 3.297 3.538 -3.005
46 H 5.569 2.844 -2.421
47 H 5.059 2.303 -0.848
48 H 4.867 5.214 -1.747
49 H 6.099 4.572 -0.689
50 H 4.489 4.084 0.987
51 H 2.836 5.615 -1.738
52 H 1.387 5.719 -0.880
53 H 2.466 3.967 1.855
54 H 1.191 4.874 1.201
55 Se 0.161 2.439 2.865
56 C 2.057 2.276 2.951
57 C 2.882 1.960 1.864
58 C 4.238 1.672 2.052
59 C 4.850 1.819 3.285
60 C 4.060 2.212 4.354
61 C 2.701 2.406 4.194
62 H 2.449 1.857 0.874
63 H 4.789 1.273 1.220
64 H 5.888 1.557 3.433
65 H 4.499 2.317 5.340
66 H 2.092 2.648 5.057
67 Br -3.206 3.234 0.237

- Look up the molar mass of the first one.
  762.44 g mol⁻¹

- Which value of molar mass does entry 3 give?
  637.92 g mol⁻¹